Entry 1:
{"formula": "C44H49BBr2N3O7", "method": "ωB97M-V/def2-TZVPD", "total_charge": 1, "homo_lumo_gap_ev": 8.4322, "lumo_energy_ev": -2.50, "e_tot_ha": -7569.37139, "elements": ["C", "C", "O", "C", "C", "O", "N", "C", "C", "C", "C", "C", "N", "C", "C", "Br", "C", "C", "Br", "C", "B", "O", "N", "C", "C", "H", "H", "H", "H", "H", "H", "H", "H", "H", "H", "H", "H", "H", "H", "H", "H", "H", "H", "H", "H", "H", "H", "H", "H", "H", "H", "H", "H", "H", "H", "H", "H", "H", "C", "C", "C", "C", "C", "C", "C", "O", "C", "C", "C", "C", "C", "C", "C", "O", "H", "H", "H", "H", "H", "H", "H", "H", "C", "C", "C", "C", "C", "C", "C", "O", "C", "C", "C", "C", "C", "C", "C", "O", "H", "H", "H", "H", "H", "H", "H", "H"], "coordinates": [[-3.32016, -0.30789, -4.85208], [-3.08030, 1.08516, -5.72989], [-1.71183, 1.20711, -6.27378], [-1.47171, 0.26988, -7.38135], [-0.03220, -0.51165, -7.33772], [1.10518, 0.29209, -6.86695], [1.22428, 0.28558, -5.52882], [1.75409, -0.98879, -4.84225], [1.81256, -0.42689, -3.26799], [0.40882, -0.99429, -2.56327], [0.28788, -0.53787, -0.97123], [-0.98543, 0.46053, -0.55369], [1.13985, -0.93487, 0.03035], [1.96327, 1.23316, -3.40122], [3.13749, 1.71919, -2.36566], [4.57334, 2.84840, -3.17964], [2.40293, 2.40062, -1.04582], [2.43311, 4.04087, -1.03391], [3.30000, 1.66787, 0.63145], [2.22796, 1.34986, -5.03660], [1.87196, 2.75735, -5.80796], [2.71758, 3.12366, -6.98660], [0.77565, 3.71063, -5.36901], [1.39562, 4.95476, -4.76105], [-0.10292, 4.12792, -6.54481], [-3.72020, -1.15728, -5.58814], [-4.14295, -0.18030, -4.00836], [-2.29512, -0.72292, -4.40390], [-3.90854, 1.23052, -6.57688], [-3.26817, 1.97127, -4.95232], [-1.56850, 0.85403, -8.41635], [-2.30852, -0.57884, -7.44009], [0.21860, -0.80674, -8.46677], [-0.18096, -1.53498, -6.77545], [0.40502, 0.50299, -4.92065], [0.82430, -1.70622, -4.77982], [2.78686, -1.40508, -5.20534], [2.70490, -1.02702, -2.80720], [-0.49853, -0.49184, -3.11078], [0.31900, -2.17495, -2.70757], [-1.98930, -0.14805, -0.37544], [-0.78408, 1.06109, 0.43823], [-1.12365, 1.27670, -1.40623], [0.81040, -0.48327, 0.93491], [0.98557, 1.86621, -3.13984], [3.66674, 0.73520, -1.95821], [1.26533, 2.08531, -0.93256], [3.53475, 4.49053, -0.97092], [1.83956, 4.52080, -1.92316], [1.89190, 4.41261, -0.03792], [3.31672, 0.96723, -5.33920], [3.68843, 2.93878, -6.78492], [1.80037, 5.72603, -5.57210], [0.58075, 5.53959, -4.11396], [2.30143, 4.66699, -4.07587], [0.06363, 3.36611, -7.44658], [-1.23050, 4.09999, -6.16892], [0.11422, 5.24844, -6.89285], [-8.23984, -0.64216, 5.92886], [-7.26476, -0.24002, 6.84128], [-5.91247, -0.38462, 6.52719], [-5.53356, -0.94465, 5.30111], [-6.50852, -1.36927, 4.39930], [-7.86518, -1.20704, 4.70893], [-6.12065, -2.00673, 3.12443], [-6.97644, -2.37678, 2.33013], [-4.68777, -2.19957, 2.82485], [-4.30720, -2.85463, 1.64633], [-2.95394, -3.02933, 1.34887], [-1.97944, -2.54353, 2.22020], [-2.35573, -1.89555, 3.39765], [-3.71299, -1.73209, 3.70499], [-4.10084, -1.07725, 4.96995], [-3.24501, -0.65411, 5.73852], [-9.29371, -0.52103, 6.16973], [-7.55691, 0.18856, 7.79740], [-5.15676, -0.06365, 7.24223], [-8.63187, -1.52370, 4.00399], [-5.06174, -3.23411, 0.95912], [-2.66068, -3.54289, 0.43578], [-0.92520, -2.67305, 1.98522], [-1.58935, -1.52327, 4.07548], [3.00866, -2.18562, 9.42811], [1.74007, -2.24224, 8.85151], [1.59564, -2.12168, 7.46844], [2.72281, -1.93160, 6.65984], [3.98864, -1.85039, 7.23881], [4.13327, -1.98933, 8.62535], [5.17923, -1.60055, 6.40087], [6.29195, -1.53262, 6.90827], [5.00846, -1.42515, 4.94479], [6.12109, -1.13026, 4.14608], [5.97051, -0.97601, 2.76628], [4.71371, -1.12463, 2.18041], [3.60267, -1.41284, 2.97437], [3.74918, -1.55367, 4.36074], [2.56222, -1.82303, 5.19616], [1.45654, -1.94920, 4.68261], [3.12217, -2.28878, 10.50505], [0.86236, -2.38252, 9.47852], [0.60266, -2.17208, 7.02478], [5.11979, -1.94065, 9.08302], [7.10637, -1.01575, 4.59519], [6.83491, -0.74188, 2.14864], [4.59734, -1.01169, 1.10472], [2.62380, -1.52261, 2.51054]], "forces_ev_per_a": [[-0.12, -0.72, -1.09], [-1.34, 0.32, 1.45], [-0.93, -1.76, -0.40], [-0.64, -0.25, -1.41], [-1.75, -1.17, -1.49], [-1.47, -0.60, -1.55], [2.45, -0.56, 3.74], [-1.42, -0.45, 2.20], [-0.88, -1.47, -0.68], [0.31, 0.67, 0.79], [0.84, -0.25, 3.42], [0.20, 0.15, -0.59], [-3.53, 1.74, -3.85], [0.44, -0.47, -0.47], [-1.17, -1.75, 1.30], [-1.03, -0.70, 0.39], [-0.37, 1.28, -0.49], [0.04, 0.44, 1.28], [-0.64, 0.75, -1.31], [1.28, 0.13, 0.85], [1.17, 2.25, -1.75], [-0.23, -1.01, 3.47], [1.25, 0.17, -1.45], [0.26, 1.10, 0.75], [-0.99, 0.13, -0.39], [0.86, 1.76, 1.69], [1.93, -0.10, -1.80], [-2.26, 1.13, -0.83], [1.94, -0.54, 1.71], [0.88, -1.74, -1.94], [0.38, -1.05, 2.29], [1.85, 1.75, 0.30], [-0.35, 0.82, 2.62], [0.73, 2.17, -0.72], [-0.56, 0.11, -1.46], [2.38, 0.82, -0.79], [-2.36, 1.02, 0.20], [-1.56, 1.74, -0.48], [1.58, -0.95, 1.01], [0.35, 2.63, 0.55], [2.17, 1.21, -0.64], [-0.09, -1.41, -1.92], [0.02, -1.79, 1.68], [0.42, -0.59, -1.40], [1.90, -1.63, -0.69], [-0.94, 2.37, -1.07], [2.57, 0.32, -0.48], [-2.45, -1.21, -0.35], [1.23, -1.17, 1.54], [1.12, -0.96, -2.17], [-2.41, 0.70, 0.75], [-1.87, -0.01, -0.62], [-0.80, -1.75, 1.53], [1.77, -1.37, -1.34], [-1.74, 0.56, -1.19], [-0.60, 1.81, 1.86], [2.36, -0.06, -1.05], [-0.25, -2.57, 0.61], [0.19, -0.13, -0.28], [0.32, -0.08, -0.19], [-0.30, 0.05, 0.10], [-0.43, 0.15, 0.39], [-0.44, 0.18, 0.36], [-0.08, 0.11, 0.27], [-1.14, -0.41, -0.85], [0.55, 0.22, 0.41], [0.52, -0.25, -0.40], [0.32, -0.04, -0.11], [-0.37, 0.16, 0.17], [-0.16, 0.19, 0.25], [0.10, -0.11, -0.23], [0.48, -0.24, -0.48], [0.99, 0.56, 1.09], [-0.52, -0.29, -0.54], [0.20, -0.03, -0.06], [0.08, -0.08, -0.18], [-0.07, -0.12, -0.30], [0.32, 0.01, 0.07], [0.04, 0.16, 0.29], [-0.07, 0.06, 0.16], [-0.15, 0.01, 0.10], [-0.27, -0.07, -0.04], [0.20, 0.06, -0.29], [0.08, 0.03, -0.37], [-0.01, -0.04, 0.31], [-0.26, -0.06, 0.52], [-0.22, -0.09, 0.57], [-0.24, -0.03, 0.15], [1.35, 0.06, 0.77], [-0.70, -0.03, -0.38], [0.26, 0.15, -0.66], [-0.02, 0.05, -0.34], [-0.07, -0.07, 0.41], [-0.20, -0.11, 0.28], [0.25, 0.10, -0.16], [0.26, 0.12, -0.61], [-1.29, -0.15, -0.44], [0.54, 0.10, 0.17], [0.00, 0.02, -0.21], [0.16, 0.02, -0.14], [0.31, 0.02, -0.04], [-0.18, 0.03, -0.28], [-0.32, -0.08, 0.06], [-0.14, -0.05, 0.14], [-0.02, -0.06, 0.22], [0.19, -0.02, 0.25]]}

Entry 2:
{"formula": "C44H49IN5O5Sr", "method": "ωB97M-V/def2-TZVPD", "total_charge": -1, "homo_lumo_gap_ev": 4.3718, "lumo_energy_ev": 1.78, "e_tot_ha": -2684.75127, "relative_energy_kcal_mol": 45.72, "elements": ["Sr", "C", "C", "C", "C", "C", "C", "C", "C", "C", "C", "C", "C", "N", "C", "C", "N", "C", "C", "C", "C", "C", "C", "C", "C", "C", "C", "C", "C", "C", "C", "C", "C", "C", "C", "C", "C", "C", "C", "H", "H", "H", "H", "H", "H", "H", "H", "H", "H", "H", "H", "H", "H", "H", "H", "H", "H", "H", "H", "H", "H", "H", "H", "H", "H", "H", "H", "H", "H", "H", "H", "H", "H", "H", "H", "H", "H", "H", "H", "C", "C", "N", "C", "C", "N", "C", "O", "O", "C", "O", "O", "H", "H", "H", "H", "H", "N", "C", "O", "C", "I", "H", "H", "H", "H"], "coordinates": [[0.04085, -0.02584, 0.53218], [3.82614, -0.48767, -2.97685], [3.10868, -1.51508, -2.09971], [3.03409, -2.86754, -2.79923], [3.74056, -1.56612, -0.72055], [4.65505, -2.55688, -0.38635], [5.27998, -2.57568, 0.85438], [4.96016, -1.59396, 1.77868], [4.03787, -0.59222, 1.49373], [3.64398, 0.38324, 2.59207], [4.83462, 1.18380, 3.11986], [2.93476, -0.34540, 3.73623], [3.42479, -0.54445, 0.21719], [2.44092, 0.38149, -0.09999], [2.71125, 1.73826, -0.03935], [1.75451, 2.71613, 0.18598], [0.43066, 2.43972, 0.48588], [-0.57026, 3.37421, 0.30296], [-1.46966, 3.64169, 1.37109], [-2.53283, 4.51600, 1.18542], [-2.76627, 5.12903, -0.03936], [-1.91352, 4.84379, -1.09627], [-0.83349, 3.98082, -0.95459], [-0.02269, 3.60503, -2.18538], [0.50716, 4.81500, -2.95282], [-0.84642, 2.70782, -3.11318], [-1.20339, 3.01394, 2.72841], [-2.43978, 2.86838, 3.60587], [-0.09452, 3.77743, 3.45374], [2.41947, 4.03293, 0.19586], [2.03874, 5.32515, 0.44406], [3.02830, 6.35473, 0.39694], [4.34597, 6.10720, 0.12240], [4.77186, 4.76451, -0.11346], [6.10158, 4.31403, -0.36898], [6.33764, 2.97644, -0.54064], [5.30613, 1.99206, -0.46123], [4.02286, 2.40163, -0.21298], [3.79515, 3.79380, -0.06370], [3.35604, -0.41434, -3.96290], [4.87478, -0.76819, -3.12234], [3.79883, 0.49718, -2.51193], [2.09050, -1.15174, -1.95847], [4.01917, -3.22439, -3.11680], [2.41921, -2.78927, -3.69964], [2.59862, -3.63717, -2.15634], [4.88873, -3.33128, -1.10936], [5.99360, -3.35292, 1.10190], [5.42094, -1.61614, 2.76206], [2.93795, 1.09376, 2.16255], [5.56558, 0.53131, 3.60873], [4.50311, 1.91635, 3.86087], [5.34146, 1.71833, 2.31535], [3.59810, -1.07908, 4.20455], [2.04108, -0.87452, 3.39692], [2.62377, 0.36274, 4.50959], [-3.19248, 4.72811, 2.01971], [-3.59770, 5.81228, -0.16828], [-2.10424, 5.29069, -2.06753], [0.83426, 3.02091, -1.85478], [-0.30941, 5.44856, -3.31210], [1.07614, 4.49227, -3.82935], [1.16175, 5.42555, -2.33125], [-1.69415, 3.25278, -3.54247], [-1.24805, 1.84410, -2.57429], [-0.23408, 2.33324, -3.93856], [-0.80558, 2.01373, 2.53965], [-2.83988, 3.83644, 3.92088], [-2.20227, 2.30484, 4.51022], [-3.23464, 2.33174, 3.08132], [-0.40064, 4.81002, 3.65011], [0.81090, 3.80313, 2.84409], [0.14697, 3.30714, 4.41133], [1.01150, 5.59251, 0.66315], [2.71063, 7.37451, 0.58516], [5.06393, 6.91964, 0.09200], [6.91826, 5.02614, -0.42214], [7.35011, 2.63792, -0.73219], [5.56389, 0.94632, -0.57666], [-4.03522, 1.19235, -1.13968], [-3.73356, 0.46157, 0.12056], [-2.63841, -0.22136, 0.35893], [-2.70249, -0.62563, 1.69557], [-3.88919, -0.21291, 2.21787], [-4.54654, 0.46611, 1.19887], [-4.44319, -0.43785, 3.56370], [-5.81229, -0.43663, 3.63118], [-3.78241, -0.63340, 4.53884], [-1.65284, -1.54036, 2.36851], [-2.01103, -2.70164, 2.54784], [-0.53221, -1.00017, 2.60900], [-3.24992, 0.98382, -1.86148], [-4.05087, 2.27093, -0.96572], [-4.99168, 0.88420, -1.56428], [-5.33277, 1.08578, 1.30413], [-6.17778, -0.58643, 2.75064], [-0.79992, -4.26002, -0.32802], [0.09706, -3.29181, -0.07556], [0.05407, -2.20432, -0.65320], [1.13274, -3.53890, 0.99740], [2.06344, -5.44905, 0.81984], [-1.62070, -3.98185, -0.84022], [-0.87669, -5.03755, 0.30613], [0.63498, -3.51024, 1.96754], [1.92745, -2.79796, 0.94005]], "forces_ev_per_a": [[0.76, 0.88, -0.65], [0.05, 0.02, -0.03], [-0.04, 0.02, 0.06], [0.04, -0.08, -0.07], [0.02, 0.00, -0.01], [-0.02, 0.00, -0.02], [0.00, 0.03, 0.02], [0.01, 0.00, 0.01], [0.01, 0.05, 0.02], [-0.03, -0.01, -0.07], [0.08, 0.00, 0.05], [0.00, -0.04, 0.08], [-0.02, -0.09, 0.04], [-0.26, 0.33, -0.12], [0.03, -0.14, 0.14], [-0.05, 0.02, -0.06], [0.07, -0.18, 0.17], [-0.04, -0.07, -0.26], [-0.02, 0.04, 0.09], [-0.04, -0.10, 0.01], [0.03, -0.02, -0.04], [0.00, 0.02, 0.00], [0.01, 0.04, -0.05], [0.03, -0.02, 0.05], [-0.03, 0.04, -0.08], [-0.08, -0.05, -0.05], [0.06, -0.05, -0.12], [-0.06, 0.01, 0.06], [0.09, 0.07, 0.02], [0.00, -0.09, 0.00], [0.01, 0.10, -0.05], [-0.06, -0.03, 0.00], [0.02, -0.01, -0.01], [0.03, 0.05, 0.02], [0.01, 0.01, -0.02], [-0.04, -0.07, -0.01], [0.05, 0.05, -0.01], [-0.08, -0.01, 0.01], [0.04, 0.00, 0.02], [-0.01, -0.02, 0.03], [-0.03, -0.01, 0.01], [0.00, 0.02, 0.01], [-0.03, -0.01, 0.01], [-0.01, 0.03, 0.03], [0.00, 0.01, 0.02], [-0.02, 0.02, 0.01], [0.00, 0.02, 0.04], [-0.02, 0.01, -0.02], [0.00, -0.01, -0.03], [-0.01, 0.02, 0.04], [-0.02, 0.00, -0.02], [-0.01, -0.01, -0.02], [-0.02, 0.00, 0.00], [0.00, 0.01, -0.01], [0.00, 0.02, -0.03], [0.00, 0.00, -0.03], [-0.01, 0.01, -0.04], [0.01, 0.00, 0.01], [0.00, 0.01, 0.02], [0.02, 0.01, -0.01], [0.02, -0.01, 0.00], [0.01, -0.01, 0.04], [0.00, -0.01, 0.05], [0.01, 0.00, 0.04], [0.07, 0.03, 0.01], [-0.01, 0.02, 0.03], [-0.05, -0.05, 0.05], [0.03, 0.00, -0.01], [0.02, -0.02, -0.03], [0.00, 0.03, 0.00], [-0.03, -0.02, -0.01], [-0.03, -0.01, 0.02], [-0.01, -0.02, -0.03], [0.01, -0.04, 0.00], [0.01, 0.00, 0.00], [-0.01, -0.01, 0.00], [-0.02, 0.00, 0.01], [-0.01, 0.02, 0.00], [-0.02, -0.01, 0.00], [0.03, -0.01, -0.02], [-0.02, 0.16, -0.13], [0.44, -0.07, 0.70], [-0.32, -0.32, -0.18], [-0.03, 0.12, 0.33], [0.01, 0.00, -0.07], [0.17, -0.26, -0.07], [0.02, 0.04, 0.00], [-0.19, 0.17, -0.09], [-0.48, -0.04, -0.06], [0.16, -0.01, -0.04], [-0.19, -0.27, 0.11], [-0.02, -0.01, 0.00], [0.03, 0.01, 0.03], [-0.02, 0.02, 0.03], [0.00, 0.00, 0.05], [0.01, 0.02, 0.03], [0.03, 0.13, 0.05], [-0.02, 0.12, 0.12], [-0.04, -0.39, -0.01], [-0.07, -0.11, -0.07], [0.05, -0.01, 0.06], [0.00, -0.02, -0.01], [0.03, -0.03, -0.03], [0.03, 0.04, 0.00], [-0.02, 0.01, -0.05]]}

F_max (hartree/bohr)
0.107; 0.026